1.
134
Properties=species:S:1:pos:R:3 method="wB97M-V/def2-TZVPD" lumo_energy_ev=-0.41 e_tot_ha=-5738.3648 homo_lumo_gap_ev=6.639
C 15.12933 15.19259 -15.51247
C 14.99093 16.38179 -14.45764
N 14.23424 17.50238 -14.98246
C 14.73237 18.67820 -15.46702
C 13.70563 19.49449 -15.90424
N 12.53422 18.77174 -15.81318
C 12.84191 17.58525 -15.13011
C 11.25093 19.17345 -16.23706
H 15.36901 14.23668 -15.04674
H 15.93322 15.37788 -16.22487
H 14.24012 15.01259 -16.11662
H 16.04967 16.58474 -14.29652
H 14.55226 16.02553 -13.52557
H 15.79343 18.85715 -15.37466
H 13.71139 20.47324 -16.36078
H 12.11160 16.82853 -14.88429
H 10.61583 18.31991 -16.47417
H 11.45465 19.80652 -17.10066
H 10.78156 19.75103 -15.44069
C 14.18002 11.02491 -16.03743
C 13.71112 12.17546 -15.15971
C 12.19451 12.27960 -15.03064
N 11.58316 13.23680 -13.94451
C 12.23693 14.62090 -14.02827
C 11.67145 12.66216 -12.54115
C 10.49789 13.21745 -11.73556
C 9.39907 13.27025 -12.68226
C 10.05186 13.32709 -14.08492
H 13.84386 11.14604 -17.06720
H 13.76626 10.07655 -15.69465
H 15.26588 10.93984 -16.07935
H 14.22082 13.08632 -15.47378
H 14.19179 11.85074 -14.23688
H 11.80423 11.28153 -14.83155
H 11.71419 12.62103 -15.94760
H 11.72586 15.31670 -13.36286
H 12.17328 14.96874 -15.05932
H 13.29344 14.57987 -13.76333
H 12.61422 13.00817 -12.11741
H 11.60766 11.57432 -12.56643
H 10.68849 14.22886 -11.37665
H 10.33120 12.61629 -10.84174
H 8.70177 14.07992 -12.46705
H 8.77612 12.38493 -12.55478
H 9.79423 14.24973 -14.60498
H 9.64833 12.50664 -14.67833
C 12.79866 17.61558 -18.68793
C 11.45251 16.96384 -18.91163
C 11.11835 15.90545 -17.82307
N 9.70132 15.35008 -17.80668
C 9.16774 14.93622 -19.18780
C 8.83576 16.40107 -17.08067
C 7.63218 15.61836 -16.61163
C 8.18781 14.21094 -16.27688
C 9.63129 14.19967 -16.78108
H 12.93214 18.33508 -17.88010
H 13.16044 18.19383 -19.53813
H 13.53718 16.82406 -18.56072
H 11.40865 16.42275 -19.85683
H 10.65879 17.70838 -18.97292
H 11.35954 16.28875 -16.83160
H 11.83953 15.09321 -17.91395
H 8.94801 15.80033 -19.81480
H 8.24913 14.37395 -19.02013
H 9.80874 14.15418 -19.59478
H 8.66732 17.26897 -17.71822
H 9.25530 16.84546 -16.17811
H 6.83993 15.58157 -17.35935
H 7.28739 16.04760 -15.67089
H 7.57273 13.49141 -16.81729
H 8.14221 13.90610 -15.23137
H 9.88421 13.24534 -17.24302
H 10.38236 14.35751 -16.00708
C 13.63321 20.45090 -13.60326
C 12.12333 20.73606 -13.38535
C 11.58344 19.73379 -12.29492
N 10.01664 19.91375 -12.17753
C 9.51519 21.32716 -11.82044
C 9.56626 18.90230 -11.16283
C 8.11452 18.61109 -11.46945
C 7.99165 18.83517 -13.03659
C 9.29075 19.45140 -13.45690
H 13.98666 21.19255 -14.31959
H 13.90431 19.44027 -13.90858
H 14.25381 20.64211 -12.72782
H 11.54873 20.57192 -14.29694
H 11.94085 21.77539 -13.11226
H 12.02250 19.93452 -11.31766
H 11.87426 18.75283 -12.67075
H 10.09999 21.59375 -10.94008
H 8.44329 21.27688 -11.62916
H 9.70211 22.07974 -12.58646
H 9.81572 19.29204 -10.17593
H 10.18702 18.02101 -11.32434
H 7.53147 19.32978 -10.89356
H 7.87109 17.59705 -11.15234
H 7.24747 19.59362 -13.27960
H 7.84369 17.85840 -13.49716
H 9.13732 20.32748 -14.08701
H 9.94192 18.75112 -13.98005
N 7.25849 15.36715 -9.73873
S 7.97712 14.30035 -9.02970
O 9.39061 14.22448 -8.86964
O 7.18523 13.03464 -8.99198
F 7.64403 14.70788 -7.55854
S 7.97994 15.07481 -11.22558
O 7.73196 13.77924 -11.82966
O 9.32020 15.70111 -11.40310
F 7.05307 16.10609 -12.08602
N 7.16105 19.97152 -15.91325
S 8.00134 18.89179 -16.44163
O 9.46494 19.04785 -16.42914
O 7.42976 18.13551 -17.52169
F 7.84354 17.93501 -15.13583
S 7.91847 21.22777 -16.77550
O 7.79193 21.18944 -18.23322
O 9.04814 21.86099 -16.12371
F 6.67623 22.19308 -16.36815
N 5.58306 17.78041 -15.34856
S 5.07888 16.83405 -16.34730
O 3.96540 15.97699 -16.03007
O 6.06133 16.36779 -17.27733
F 4.22061 17.88966 -17.19003
S 5.79695 16.56636 -14.14475
O 6.59908 15.40401 -14.53543
O 4.66230 16.32913 -13.24005
F 6.73523 17.38295 -13.09019
C 9.03399 16.21573 -13.97913
C 10.45663 16.46783 -14.22228
O 10.97159 15.90308 -15.19764
O 11.06570 17.14339 -13.43340
H 8.26227 16.61698 -14.63606
H 8.72255 16.29594 -12.93767
H 8.93575 15.14225 -14.14061

---

2.
126
Properties=species:S:1:pos:R:3 method="wB97M-V/def2-TZVPD" total_charge=+3 lumo_energy_ev=-4.95 e_tot_ha=-4827.9441 homo_lumo_gap_ev=6.227
K -6.54418 3.20241 5.43118
C -0.04071 3.01162 1.78148
F 0.12343 2.85977 3.10639
F -0.50024 4.25326 1.60656
F 1.21449 2.87501 1.20136
S -1.32852 1.72255 1.05911
O -1.40236 1.88834 -0.39051
O -0.84938 0.35026 1.38961
O -2.51618 2.05946 1.81374
C 4.52848 -2.30388 6.70302
N 3.70912 -3.58984 6.85701
C 2.94360 -3.43845 8.20611
C 2.68114 -3.82520 5.74672
C 4.60253 -4.82392 6.87533
C 5.18263 -5.51850 5.57853
O 5.81872 -4.63196 4.68212
H 4.95972 -2.39637 5.70624
H 5.24090 -2.26753 7.52718
H 3.80672 -1.49271 6.79884
H 2.01040 -3.99351 8.11048
H 2.67685 -2.40339 8.41967
H 3.43579 -3.81321 9.10355
H 3.37236 -3.73975 4.90824
H 1.90441 -3.06072 5.72829
H 2.44498 -4.88693 5.67554
H 3.97240 -5.51777 7.43174
H 5.45813 -4.63399 7.52338
H 4.52103 -6.21590 5.06469
H 5.93412 -6.22665 5.92763
H 6.49031 -5.14835 4.23057
C 0.15399 -5.78131 -1.96447
C -1.08403 -5.21948 -2.47217
C -1.93860 -6.09606 -3.31873
N -2.97218 -5.34783 -4.20976
C -3.88035 -4.50478 -3.18679
C -3.81479 -6.29940 -5.01309
C -3.74503 -5.96816 -6.42507
C -3.28716 -4.57891 -6.38175
C -2.29327 -4.44357 -5.24646
H 0.80152 -6.03650 -2.80334
H 0.00715 -6.54527 -1.20100
H 0.66325 -4.94828 -1.47988
H -0.94487 -4.24334 -2.93680
H -1.66191 -4.94393 -1.59001
H -2.57915 -6.85445 -2.86858
H -1.24009 -6.49262 -4.05558
H -4.60326 -3.97898 -3.81053
H -3.21096 -3.73467 -2.80346
H -4.32786 -5.15326 -2.43359
H -4.83779 -6.04055 -4.74004
H -3.70500 -7.31879 -4.64312
H -4.72542 -6.02234 -6.89836
H -3.08881 -6.63307 -6.98665
H -4.00669 -3.84293 -6.02298
H -3.21180 -4.20103 -7.40137
H -2.22920 -3.42966 -4.85155
H -1.31486 -4.88527 -5.43546
C -4.94982 3.48217 -7.65980
C -5.47242 3.64370 -6.16768
C -6.89236 4.36744 -6.18484
N -7.00206 5.31365 -4.97696
C -6.89481 4.70479 -3.57479
C -8.36372 5.99081 -5.15018
C -8.28320 7.48442 -4.54820
C -6.79765 7.79386 -4.61940
C -6.01580 6.52390 -5.04172
H -5.62758 2.73665 -8.07566
H -3.95670 3.03305 -7.66996
H -5.05902 4.45339 -8.14240
H -4.80886 4.12495 -5.44924
H -5.60857 2.64613 -5.75001
H -7.87231 3.89041 -6.20059
H -6.90218 5.06097 -7.02567
H -7.12982 5.45503 -2.81981
H -5.94275 4.19617 -3.42323
H -7.70668 3.98294 -3.48569
H -9.16225 5.44839 -4.64398
H -8.61799 5.99198 -6.21011
H -8.40205 7.29565 -3.48128
H -8.99453 8.26675 -4.81291
H -6.55375 8.04480 -3.58710
H -6.51568 8.68081 -5.18679
H -5.16680 6.43955 -4.36334
H -5.71277 6.62609 -6.08375
C 9.65790 4.04106 0.24348
C 9.76662 2.98265 -0.86860
C 8.48103 2.17165 -0.99588
N 8.45594 1.13091 -2.12441
C 8.98936 1.60795 -3.50194
C 7.05865 0.48953 -2.37145
C 7.26764 -0.86573 -2.95557
C 8.62667 -1.30662 -2.44613
C 9.24253 -0.17541 -1.68671
H 10.69073 4.27723 0.49960
H 9.19176 3.58001 1.11424
H 9.13656 4.97223 0.02154
H 10.46235 2.22080 -0.51696
H 9.94514 3.48434 -1.81967
H 7.61785 2.80894 -1.18795
H 8.14338 1.67676 -0.08529
H 9.06605 0.70005 -4.10022
H 9.96895 2.02834 -3.27441
H 8.34398 2.35000 -3.97198
H 6.40579 1.13487 -2.95918
H 6.56824 0.38125 -1.40405
H 7.42068 -0.85069 -4.03467
H 6.54678 -1.67929 -2.87447
H 9.35730 -1.62414 -3.19009
H 8.63296 -2.23122 -1.86890
H 10.32064 -0.04103 -1.77456
H 9.11545 -0.32611 -0.61468
C -6.14110 -0.26030 10.04862
F -5.88900 -1.48334 9.50156
F -6.75210 0.52889 9.14108
F -7.03072 -0.35752 11.01864
S -4.52944 0.64817 10.66386
O -4.97632 1.10597 11.94366
O -3.45138 -0.35394 10.52240
N -4.31339 1.99008 9.57233
S -2.82913 2.36610 10.01829
O -2.53275 2.41890 11.47385
O -1.82325 1.71495 9.16957
C -2.67253 4.19132 9.43136
F -1.37309 4.57818 9.58346
F -3.08728 4.48093 8.17327
F -3.44088 5.06513 10.19882